Below is a molecular structure, C36H37IrN9O3STe, with properties calculated with ωB97M-V/def2-TZVPD.

Calculated values
Largest force on an atom = 0.35 eV/A
Energy above the lowest of the compared OMol25 structures with the same formula, charge and spin = 20.83 kcal/mol
Calculated total energy = -78436.5004 eV
LUMO (spin up / spin down) = -6.138 / -7.353 eV
HOMO-LUMO gap (spin up / spin down) = 6.393 / 5.199 eV

```
! RIJCOSX wB97M-V def2-TZVPD def2/J DEFGRID3
* xyz 2 2
Ir 1.59777 1.92100 -1.61244
N 3.64368 1.78210 -1.46603
N 4.01968 2.03583 -0.11736
C 3.12129 1.98151 0.84689
N 3.48964 1.91377 2.12195
N 1.83375 1.95593 0.37860
N 0.76670 1.82712 1.24147
O 0.92209 2.04292 2.42925
O -0.29186 1.53151 0.72416
H 3.70176 0.10848 -1.60587
H 4.16204 2.46767 -2.00782
H 5.00193 1.99170 0.11092
H 4.46468 1.85141 2.36078
H 2.78977 1.97103 2.84323
N -2.21351 3.71133 -1.74046
C -3.24716 2.89012 -2.25186
C -4.50028 3.42658 -2.48657
C -5.50172 2.62677 -3.02136
C -5.23504 1.30689 -3.34585
C -3.96760 0.78088 -3.12633
C -2.97757 1.56509 -2.55749
S -1.42663 0.79982 -2.17936
N -0.43619 2.18795 -1.95452
C -0.91095 3.38060 -1.75006
C 0.09143 4.46596 -1.53686
C -0.23338 5.81132 -1.47171
C 0.78060 6.74700 -1.32059
C 2.09153 6.31295 -1.25162
C 2.34272 4.95381 -1.33340
N 1.37342 4.05168 -1.46989
H -2.46213 4.66188 -1.53192
H -4.69888 4.46613 -2.25382
H -6.48314 3.04516 -3.19422
H -6.00451 0.68549 -3.78199
H -3.75133 -0.24619 -3.39556
H -1.25441 6.15345 -1.55109
H 0.54324 7.80046 -1.26645
H 2.91243 7.00731 -1.14619
H 3.35167 4.56506 -1.29651
C 2.56333 -1.37465 6.06963
C 1.88422 -1.39866 4.73143
C 2.51934 -1.93596 3.61469
C 1.90254 -1.97751 2.37191
C 2.61167 -2.60331 1.20372
C 0.60536 -1.45260 2.26581
Te -0.35983 -1.56761 0.41475
N 1.32304 0.02659 -2.00935
C 2.19078 -0.91175 -2.14316
O 3.48168 -0.84405 -1.80575
C 1.78818 -2.26026 -2.62329
C 2.72825 -3.28527 -2.71386
C 2.33929 -4.55108 -3.12572
C 1.01437 -4.80211 -3.45030
C 0.07344 -3.78273 -3.36781
C 0.45794 -2.51809 -2.95703
C -1.94196 -2.75633 1.06154
C -1.71243 -3.62816 2.13097
C -2.71345 -4.48863 2.53821
C -3.94066 -4.46380 1.88683
C -4.16094 -3.59227 0.83105
C -3.16917 -2.72390 0.38685
C -3.44161 -1.82577 -0.78778
C -0.05957 -0.88259 3.36269
C -1.43987 -0.28874 3.29090
C 0.60563 -0.87247 4.58173
H 3.44640 -2.01038 6.08036
H 1.88700 -1.71118 6.85481
H 2.87400 -0.35987 6.32633
H 3.51175 -2.35873 3.72061
H 3.63186 -2.87285 1.47044
H 2.66636 -1.92381 0.35166
H 2.11195 -3.51499 0.86658
H 3.76065 -3.08661 -2.46512
H 3.07349 -5.34195 -3.19870
H 0.71552 -5.78933 -3.77682
H -0.95669 -3.97605 -3.63770
H -0.25632 -1.70734 -2.91627
H -0.75845 -3.63089 2.64310
H -2.54092 -5.17088 3.35902
H -4.73363 -5.12701 2.20554
H -5.12577 -3.58125 0.33945
H -4.49385 -1.54647 -0.82014
H -3.21178 -2.33802 -1.72533
H -2.86077 -0.90080 -0.76147
H -1.70912 0.04695 2.28923
H -1.50567 0.57747 3.94742
H -2.18815 -1.01504 3.61461
H 0.10707 -0.43880 5.44162
*
```